(1)
C16H21ClLaNY as an isolated structure in a non-equilibrium geometry. Source: the Open Molecules 2025 dataset; level of theory: ωB97M-V with the def2-TZVPD basis set.

Output
Orbital gap: 6.105 eV
Total charge: -1
DFT total energy: -1207.1032 Eh

Positions of all 41 atoms, in Å:
Y -0.49662 0.12969 -0.73406
Cl -0.80096 2.34890 -2.01923
C -2.62648 -0.28572 -0.12902
H -2.65627 -0.82014 0.83092
H -3.10641 -0.91077 -0.89707
H -3.20060 0.64473 -0.03209
La 0.27009 0.11316 -4.59337
C 2.52461 0.89313 -4.54560
C -1.56461 -0.02248 -6.09808
C 0.10416 -1.45491 -2.90680
H -1.97840 -1.04151 -6.07426
H -2.36230 0.71335 -5.92840
H -1.09230 0.16198 -7.07979
H 3.18208 0.11481 -4.13370
H 2.75359 1.03889 -5.61541
H 2.67447 1.83616 -4.00317
H -0.68869 -2.18033 -2.57103
H 1.04760 -2.06895 -2.76996
C 0.04505 3.76546 3.46670
C -0.52070 3.62300 2.18937
C -0.37630 2.42257 1.50174
C 0.29863 1.32523 2.10526
C 0.93205 1.50290 3.35072
C 0.78491 2.71075 4.03191
N 0.38693 0.14424 1.37635
C 0.53809 -1.13655 1.90965
C 0.90705 -2.16940 0.99073
C 0.87264 -3.50291 1.42129
C 0.49452 -3.82263 2.73011
C 0.13434 -2.80408 3.62929
C 0.16834 -1.46021 3.23405
H -0.05755 4.71450 4.00078
H -1.08263 4.43286 1.73241
H -0.83587 2.32016 0.49959
H 1.49002 0.67937 3.78264
H 1.24547 2.83425 5.01874
H 1.25526 -1.90915 -0.01135
H 1.14964 -4.29545 0.71890
H 0.46430 -4.86759 3.05862
H -0.16765 -3.04720 4.64976
H -0.10949 -0.67010 3.91289

=====

(2)
A 3-piece molecular cluster, CH8NO3 overall. Source: the Open Molecules 2025 dataset; level of theory: ωB97M-V with the def2-TZVPD basis set.

Output
Orbital gap: 8.296 eV
Total charge: -1
Energy above the lowest of the compared OMol25 structures with the same formula, charge and spin: 0.3 kcal/mol
DFT total energy: -323.4108 Eh

Positions of all 13 atoms, in Å:
N 0.83658 1.68550 0.91845
C 0.70175 0.90699 -0.33084
O 0.63556 -0.44734 -0.11868
H 1.45233 1.09788 1.48160
H -0.06192 1.56275 1.40601
H 1.58424 1.14018 -0.96019
H -0.17034 1.28754 -0.88359
H -0.03572 -1.10165 -1.37971
H -0.85594 -2.31496 -1.94812
O -0.45304 -1.49267 -2.23812
H -0.52551 -0.52670 0.99204
H -1.86782 -1.20659 1.33551
O -1.24016 -0.59093 1.72563

=====

(3)
C28H41BrN2P2PbS as an isolated structure in a non-equilibrium geometry. Source: the Open Molecules 2025 dataset; level of theory: ωB97M-V with the def2-TZVPD basis set.

Output
Orbital gap: 6.838 eV
Total charge: +2
Energy above the lowest of the compared OMol25 structures with the same formula, charge and spin: 12.8 kcal/mol
DFT total energy: -5048.2105 Eh

Positions of all 76 atoms, in Å:
C -0.70966 -4.50154 -1.49447
C 0.52756 -4.07609 -2.02198
C 0.57933 -3.72423 -3.38519
C -0.61463 -3.69447 -4.11101
N -1.78377 -4.07139 -3.58633
C -1.84631 -4.43282 -2.30351
C 1.65647 -3.91073 -1.15608
C 2.52238 -3.70224 -0.30720
C 3.21126 -2.94855 0.70185
C 2.70851 -1.64296 0.91194
C 3.00825 -0.92340 2.06285
C 4.04217 -1.41318 2.86177
C 4.71375 -2.61143 2.56335
C 4.27491 -3.41561 1.49881
Pb -0.07070 0.27181 0.97182
P -1.88797 0.24357 -1.06623
H 1.48570 -3.38429 -3.88064
H -0.82782 -4.80316 -0.45649
H -0.63778 -3.32435 -5.14448
H -2.83876 -4.66324 -1.89528
H 4.73927 -4.38317 1.27693
H 2.03121 -1.22006 0.16425
H 5.56569 -2.92504 3.17051
H 2.48009 -0.00611 2.35023
C -2.71153 1.87032 -1.31330
C -3.51458 2.11769 -2.59233
H -1.94302 2.65712 -1.20914
H -3.37427 1.98140 -0.44046
H -3.89243 3.14953 -2.56718
H -2.92387 2.03394 -3.51291
H -4.38891 1.45636 -2.65905
C -1.15341 -0.22819 -2.68238
C -2.07979 -0.70228 -3.79652
H -0.40086 -1.01212 -2.49356
H -0.59859 0.65877 -3.02320
H -1.49046 -0.77461 -4.72278
H -2.47980 -1.70989 -3.61988
H -2.90662 -0.00512 -3.98030
C -3.13342 -1.05005 -0.68097
C -4.56018 -0.91085 -1.20770
H -3.16920 -1.12915 0.41938
H -2.69996 -1.99701 -1.03964
H -5.16510 -1.72708 -0.78567
H -5.04266 0.02716 -0.90251
H -4.60199 -1.00843 -2.30143
Br 4.59617 -0.36063 4.34690
P 1.53702 1.95752 -0.79251
C 1.02666 2.59099 -2.44166
C 1.70496 3.85403 -2.96152
H -0.06472 2.74257 -2.40191
H 1.20555 1.77097 -3.15343
H 1.20868 4.14773 -3.89431
H 1.61898 4.70987 -2.28104
H 2.76158 3.68651 -3.20716
C 2.25274 3.38991 0.10401
C 3.72530 3.73021 -0.13973
H 2.07322 3.22288 1.18026
H 1.62350 4.25000 -0.17110
H 4.00348 4.55285 0.53165
H 4.41358 2.90169 0.08230
H 3.89650 4.08798 -1.16523
C 2.99344 0.88765 -1.20163
C 3.88682 1.23246 -2.38869
H 2.60633 -0.12949 -1.37370
H 3.58979 0.83620 -0.27820
H 4.65672 0.45087 -2.46273
H 3.34231 1.21178 -3.34232
H 4.40127 2.19415 -2.26486
S -1.07094 3.34043 4.43203
C -2.66096 2.74337 3.96129
C -2.56727 1.89078 2.89235
N -1.24199 1.67281 2.47440
C -0.35099 2.37631 3.22936
H -3.57233 3.05043 4.45947
H -3.38673 1.38603 2.37462
H 0.72473 2.35856 3.05922

=====

(4)
C21H46AlNOP3S as an isolated structure in a non-equilibrium geometry. Source: the Open Molecules 2025 dataset; level of theory: ωB97M-V with the def2-TZVPD basis set.

Output
Orbital gap: 7.184 eV
Total charge: +3
Energy above the lowest of the compared OMol25 structures with the same formula, charge and spin: 0.0 kcal/mol
DFT total energy: -2621.6139 Eh

Positions of all 74 atoms, in Å:
Al 0.73140 0.22021 -0.81288
P 0.50023 -2.03024 0.05020
P 1.00602 -0.44392 -3.09880
P -2.91933 0.07010 2.90094
H -5.28167 2.16046 -4.83068
C -5.42695 2.75203 -3.91473
C -4.86874 3.95676 -3.76922
H -4.26644 4.40377 -4.56570
C -1.05119 -2.97709 -0.22568
C 1.83437 -3.15086 -0.52838
C 0.67408 -2.11437 1.85374
C 0.63844 1.00993 -4.12849
C 2.77899 -0.83458 -3.41276
C 0.12029 -1.79766 -3.97244
C -4.01673 1.48119 2.91811
C -1.47883 0.34782 3.93449
C -3.69683 -1.52304 3.17822
H -6.15750 2.35961 -3.19314
H -5.10532 4.59876 -2.91301
H -0.85216 -4.02088 0.07217
H -1.34975 -2.93945 -1.28419
H -1.86278 -2.57945 0.40315
H 1.87687 -4.00466 0.17075
H 2.81456 -2.65361 -0.56452
H 1.56283 -3.51407 -1.53449
H 1.10040 -3.09513 2.11538
H -0.31005 -2.02452 2.32612
H 1.33607 -1.32111 2.22072
H 1.17871 0.94656 -5.08373
H 0.95438 1.90981 -3.57937
H -0.44342 1.07513 -4.31371
H 2.88700 -1.87885 -3.76583
H 3.35194 -0.70754 -2.47874
H 3.17280 -0.15138 -4.18250
H 0.50274 -1.88585 -5.00529
H -0.95553 -1.56603 -4.00975
H 0.27278 -2.75723 -3.45397
H -4.62723 1.44692 3.84300
H -4.68211 1.45130 2.03563
H -3.45438 2.43262 2.88422
H -1.55859 -0.25511 4.84751
H -1.39743 1.41370 4.18388
H -0.57352 0.04513 3.38016
H -4.51716 -1.43694 3.91327
H -2.92982 -2.23786 3.51712
H -4.09318 -1.84845 2.19833
C -1.86882 1.29570 -0.75047
C -2.48629 0.06995 -1.01727
C -3.14959 -0.11012 -2.22370
C -3.10377 0.90052 -3.18135
C -2.44470 2.11229 -2.92136
C -1.91867 2.35914 -1.66746
S -0.77368 1.33207 0.60021
H -2.33396 -0.06584 1.62865
H -2.30539 -0.75749 -0.33401
H -3.69336 -1.04771 -2.38683
H -3.65534 0.76647 -4.10773
H -2.44074 2.89359 -3.67695
H -1.45400 3.29854 -1.37907
C 4.14232 0.94067 3.07937
N 3.71070 0.59538 1.73268
C 4.31805 -0.58237 1.12295
C 2.65962 1.19685 1.18374
C 2.07656 2.37613 1.87256
O 2.27127 0.77338 0.01344
H 4.98992 0.29814 3.34187
H 3.31718 0.79827 3.79697
H 4.46593 1.99438 3.16056
H 3.68006 -1.48140 1.18297
H 4.53479 -0.36141 0.07197
H 5.24968 -0.79386 1.65074
H 1.19209 2.74092 1.34732
H 1.71117 2.15277 2.88979
H 2.82061 3.19973 1.93131

=====

(5)
An isolated ion of composition C9H14NO2 and charge +1 in a non-equilibrium geometry. Source: the Open Molecules 2025 dataset; level of theory: ωB97M-V with the def2-TZVPD basis set.

Output
Orbital gap: 8.799 eV
Total charge: +1
Energy above the lowest of the compared OMol25 structures with the same formula, charge and spin: 103.7 kcal/mol
DFT total energy: -556.1212 Eh

Positions of all 26 atoms, in Å:
C -1.29212 -1.05990 0.36633
C -1.16431 0.25800 0.26698
C -3.54954 1.24168 -0.52455
C -3.16920 -2.58639 0.54187
C 2.54107 -0.55792 -1.34091
C 2.36141 1.61161 0.73670
C -0.09250 1.10868 0.74665
C 1.19072 -0.00389 -0.91055
C 1.31606 0.46151 0.55964
N -2.33994 -1.77317 0.03389
O -4.56573 1.32268 -1.01116
O -2.60832 1.14370 0.15152
H -0.41168 -1.52699 0.56337
H -3.93589 -3.15282 -0.01187
H -3.39976 -2.93526 1.62903
H 2.69073 -0.91667 -2.41579
H 2.62903 -1.42051 -0.79241
H 3.42079 0.02634 -1.19085
H 2.46485 1.60171 1.84928
H 3.28334 1.26126 0.36808
H 2.01054 2.62842 0.26193
H -0.14542 2.05184 0.03663
H -0.16842 1.36110 1.73452
H 0.46672 -0.68811 -1.16481
H 1.04914 0.89218 -1.64909
H 1.41845 -0.34907 1.16558

=====

Number 1: E_LUMO 2.28 eV, highest occupied orbital energy -3.82 eV. Number 2: E_LUMO 4.30 eV, highest occupied orbital energy -3.99 eV. Number 3: E_LUMO -6.36 eV, highest occupied orbital energy -13.20 eV. Number 4: E_LUMO -8.36 eV, highest occupied orbital energy -15.55 eV. Number 5: E_LUMO -4.27 eV, highest occupied orbital energy -13.07 eV.